C35H27AsF6N3O4PSSe3Zr as an isolated structure at a distorted geometry, computed with the ωB97M-V functional and the def2-TZVPD basis.

```
82
Properties=species:S:1:pos:R:3:forces:R:3:lowdin_charge:R:1
Zr 0.6088 -0.0297 0.3377 0.79 0.70 -0.47 1.6203
C 3.3529 0.8487 -1.9051 0.03 -0.07 0.01 -0.0278
O 1.9373 0.6673 -1.7352 -0.11 -0.14 -0.07 -0.2497
C 1.1397 1.3553 -2.6126 -0.01 0.07 -0.01 -0.2646
C 1.6036 2.3189 -3.4933 0.00 0.01 0.02 -0.0038
C 0.7035 2.9547 -4.3360 0.00 0.01 0.00 -0.0640
C -0.6463 2.6404 -4.2985 -0.01 0.01 -0.01 -0.0744
C -1.1044 1.6779 -3.4162 0.01 0.01 0.04 -0.0121
C -0.2125 1.0299 -2.5742 0.08 -0.02 -0.08 -0.2100
N -0.6029 0.0348 -1.6289 -0.34 0.18 -0.07 -0.1042
N -1.7251 -0.4816 -1.9151 0.13 -0.09 -0.08 0.1057
C -2.2793 -1.4934 -1.2075 0.04 -0.05 0.04 -0.1585
C -1.5626 -2.2213 -0.2433 0.03 -0.03 -0.24 -0.3232
O -0.4578 -1.7551 0.2358 -0.27 0.03 0.12 -0.2284
C -2.0062 -3.5183 0.1450 -0.08 0.06 0.09 -0.0076
C -3.2186 -3.9580 -0.2666 0.03 -0.02 0.00 -0.0026
C -4.0644 -3.1752 -1.1141 -0.01 0.04 0.00 -0.1679
C -5.3525 -3.6206 -1.4666 0.00 0.00 -0.02 -0.0302
C -6.1428 -2.8777 -2.3048 0.00 -0.01 0.01 -0.0775
C -5.6555 -1.6707 -2.8276 0.01 0.01 -0.02 -0.0741
C -4.4030 -1.2158 -2.4978 -0.01 0.01 0.00 -0.0277
C -3.5861 -1.9517 -1.6234 -0.01 -0.03 0.00 -0.0966
H 3.6200 0.6047 -2.9333 0.00 -0.01 0.01 0.1138
H 3.8393 0.1608 -1.2286 0.00 0.03 0.02 0.0654
H 3.6323 1.8715 -1.6646 0.01 0.03 0.00 0.0867
H 2.6472 2.5916 -3.5178 0.00 0.00 -0.01 0.1132
H 1.0664 3.7111 -5.0189 0.00 0.00 0.00 0.1086
H -1.3433 3.1505 -4.9492 0.00 0.00 0.00 0.1049
H -2.1522 1.4239 -3.3575 0.00 0.00 0.00 0.1008
H -1.3706 -4.0924 0.8054 0.00 0.01 0.01 0.1222
H -3.5767 -4.9296 0.0539 0.00 0.01 0.01 0.1239
H -5.7077 -4.5621 -1.0649 0.00 0.00 0.00 0.1140
H -7.1348 -3.2206 -2.5677 0.00 0.00 0.00 0.1030
H -6.2765 -1.0892 -3.4974 0.00 0.00 0.01 0.1056
H -4.0337 -0.2814 -2.8969 0.00 0.00 0.00 0.1013
Se -3.5111 -1.1988 2.3966 0.03 0.00 -0.01 0.9025
P -3.5657 0.9532 1.6493 0.10 0.09 0.08 0.4457
Se -1.9634 1.8237 0.5044 -0.30 -0.16 -0.13 0.4488
C -5.1427 0.9385 0.7585 0.03 0.00 -0.02 -0.4142
C -5.2354 1.4916 -0.5122 0.00 -0.02 -0.02 -0.1143
C -6.4580 1.5064 -1.1693 0.00 -0.01 -0.01 -0.0770
C -7.5776 0.9551 -0.5680 -0.01 -0.01 0.01 -0.0715
C -7.4852 0.3962 0.7014 0.00 0.00 0.00 -0.0662
C -6.2736 0.3957 1.3700 -0.01 0.03 0.02 -0.1033
C -3.8674 1.9673 3.1205 -0.03 -0.02 0.00 -0.3948
C -3.5440 1.5516 4.4050 0.02 0.00 0.00 -0.0898
C -3.7385 2.4112 5.4774 0.01 0.00 0.00 -0.0667
C -4.2588 3.6781 5.2678 -0.01 0.01 0.00 -0.0728
C -4.5809 4.0958 3.9823 0.00 0.00 0.01 -0.0692
C -4.3815 3.2463 2.9086 0.00 0.00 0.00 -0.0889
H -4.3496 1.9074 -0.9764 0.00 0.00 0.00 0.0591
H -6.5308 1.9448 -2.1563 0.00 0.00 0.00 0.1097
H -8.5283 0.9616 -1.0854 0.00 0.00 0.00 0.1072
H -8.3604 -0.0299 1.1738 0.00 0.00 0.00 0.1083
H -6.2127 -0.0137 2.3722 0.00 0.00 0.00 0.0944
H -3.1395 0.5633 4.5785 -0.01 -0.01 0.00 0.0791
H -3.4798 2.0861 6.4762 0.00 0.00 0.00 0.1089
H -4.4114 4.3449 6.1063 0.00 0.00 0.00 0.1063
H -4.9826 5.0865 3.8162 0.00 0.00 0.00 0.1074
H -4.6169 3.5792 1.9044 -0.01 0.00 0.00 0.1098
S -0.9665 -2.5342 3.6839 -0.01 0.00 -0.02 0.7697
C -1.6376 -1.2961 2.9296 -0.05 -0.04 -0.07 -1.2255
F 2.0818 -1.6471 -0.5348 0.04 -0.21 0.19 -0.2969
As 3.1339 -1.9324 0.9171 0.26 -0.11 -0.06 0.7982
F 4.4895 -1.4694 -0.0159 -0.06 -0.01 0.02 -0.1977
F 3.3142 -3.5764 0.5474 0.02 0.05 0.01 -0.1776
F 4.0356 -1.9054 2.3519 0.01 0.03 -0.04 -0.1757
F 1.6705 -2.1872 1.7759 0.12 -0.12 -0.03 -0.2371
F 2.7083 -0.1309 1.0896 -0.03 -0.16 0.15 -0.3581
O -1.1614 -0.1594 2.4595 -0.05 0.30 0.19 -0.4424
O 0.2356 0.0390 2.3419 -0.07 -0.49 0.33 -0.3699
Se 1.0838 2.6601 0.5440 -0.28 0.28 0.31 0.6342
C 2.8880 3.2911 0.4297 0.09 -0.14 -0.21 -0.6272
C 3.1014 4.5184 -0.1944 0.00 -0.05 -0.07 -0.1354
C 4.3856 5.0366 -0.2494 -0.02 0.04 -0.02 -0.1623
N 5.4561 4.4344 0.2628 0.02 -0.01 0.00 0.0476
C 5.2423 3.2701 0.8723 0.02 0.00 0.00 -0.1526
C 4.0007 2.6638 0.9852 -0.10 0.08 0.04 -0.1177
H 2.2744 5.0581 -0.6368 0.00 0.01 0.00 0.0923
H 4.5618 5.9898 -0.7374 0.00 0.00 0.00 0.1008
H 6.1154 2.7881 1.3001 -0.01 0.00 0.00 0.1046
H 3.9100 1.7298 1.5132 -0.01 -0.08 0.04 0.0856
```
Positions in Å, forces in eV/Å.

Output
* energy relative to the best compared isomer or geometry (same formula, charge and spin): 35.00 kcal/mol
* lowest unoccupied orbital energy: -1.5 eV
* Kohn-Sham gap: 6.21 eV
* 2S+1: 1
* strongest force on any atom: 1.16 eV/Å